# 1
Computed, not measured: a molecular structure, C15H20BeN3O3PS3, with the ωB97M-V functional and the def2-TZVPD basis.

Geometry as ORCA input:
```
! wB97M-V def2-TZVPD RIJCOSX def2/J DEFGRID3
* xyz 0 1
Be 0.37 -0.91 0.48
C -2.84 -1.41 -0.26
P -1.20 -2.18 -0.35
C -1.02 -2.67 -2.09
C -1.37 -3.75 0.55
H -3.62 -2.08 -0.64
H -2.83 -0.49 -0.85
H -3.05 -1.15 0.77
H -1.84 -3.32 -2.41
H -0.08 -3.20 -2.21
H -1.00 -1.78 -2.72
H -2.18 -4.37 0.14
H -1.58 -3.54 1.60
H -0.43 -4.30 0.49
S 0.45 0.67 -1.02
C 0.59 2.07 -0.04
N 1.40 2.04 1.05
C 1.47 3.04 1.93
C 0.76 4.19 1.68
C 0.01 4.21 0.51
N -0.09 3.19 -0.33
H 1.95 1.17 1.22
H 2.10 2.88 2.78
H 0.79 5.03 2.36
H -0.55 5.10 0.24
C 7.03 -2.31 -3.26
C 6.03 -2.13 -2.15
C 6.15 -2.81 -0.95
C 5.21 -2.64 0.06
C 4.16 -1.77 -0.13
C 4.02 -1.07 -1.32
C 4.95 -1.25 -2.32
S 2.99 -1.50 1.17
O 3.31 -2.38 2.25
O 3.02 -0.07 1.46
O 1.67 -1.86 0.52
H 7.83 -2.99 -2.96
H 7.48 -1.36 -3.54
H 6.56 -2.73 -4.15
H 6.97 -3.49 -0.81
H 5.30 -3.18 1.00
H 3.19 -0.39 -1.45
H 4.85 -0.71 -3.26
S -0.75 1.31 4.08
C -0.42 0.38 2.82
N -0.19 -0.30 1.89
*
```

Properties
- Orbital gap: 8.1 eV

Here are the natural (NBO) charges for atoms 1 to 5, given in e:
1. Be 1.51
2. C -0.95
3. P 0.77
4. C -0.94
5. C -0.94


# 2
Computed, not measured: a molecular structure, C42H46BN7Pd in a non-equilibrium geometry, with the ωB97M-V functional and the def2-TZVPD basis.

Geometry as ORCA input:
```
! wB97M-V def2-TZVPD RIJCOSX def2/J DEFGRID3
* xyz -2 1
Pd -1.39 1.36 1.48
C 4.71 2.36 -0.98
C 3.15 2.43 -1.07
C 2.23 3.06 -1.95
C 0.91 2.76 -1.56
N 0.92 2.10 -0.41
N 2.22 1.99 -0.03
B 2.75 1.33 1.35
N 1.44 0.74 2.19
N 0.90 -0.52 2.27
C -0.17 -0.51 2.77
C -0.57 0.77 3.21
C 0.44 1.54 2.86
C 0.94 3.03 2.91
C -1.07 -1.70 3.02
C -1.61 -2.67 1.96
C -2.69 -3.62 2.18
C -3.37 -3.65 3.38
C -2.87 -2.67 4.48
C -1.73 -1.82 4.33
N 3.26 -0.22 0.94
N 3.63 -0.78 -0.19
C 4.53 -1.78 -0.10
C 4.85 -1.93 1.36
C 3.98 -0.91 1.91
C 4.11 -0.57 3.31
C 5.14 -2.26 -1.18
C 6.50 -2.96 -1.18
C 7.02 -3.30 -2.42
C 6.42 -3.04 -3.59
C 5.19 -2.40 -3.63
C 4.53 -2.15 -2.57
C -0.38 3.21 -2.24
C -1.63 2.73 -1.66
C -2.80 2.95 -2.37
C -2.87 3.81 -3.53
C -1.64 4.32 -3.96
C -0.33 4.02 -3.22
H 5.04 1.81 0.10
H 4.84 1.73 -1.71
H 4.95 3.23 -1.58
H 2.78 3.72 -2.91
H 3.47 2.17 1.84
H -1.35 1.01 4.27
H 1.80 3.11 3.56
H 1.19 3.51 2.04
H 0.19 3.54 3.70
H -0.91 -3.03 1.10
H -2.70 -4.69 1.34
H -4.23 -4.12 3.85
H -3.30 -2.38 5.53
H -1.40 -1.13 4.96
H 5.48 -2.41 1.95
H 5.47 -0.66 3.92
H 4.07 0.63 3.52
H 3.56 -1.17 4.12
H 6.63 -2.91 -0.25
H 7.83 -4.08 -2.27
H 7.07 -3.38 -4.74
H 4.52 -2.30 -4.63
H 3.59 -1.39 -2.27
H -1.72 1.69 -1.03
H -3.93 2.46 -1.99
H -3.67 4.07 -3.91
H -1.62 4.86 -4.94
H 0.53 4.38 -3.84
C -4.16 -2.86 -2.98
C -3.18 -2.00 -2.33
C -1.86 -1.88 -2.70
C -0.94 -1.09 -1.79
C 0.49 -1.18 -2.33
C -1.37 -0.41 -0.76
C -2.69 -0.31 -0.45
C -3.63 -1.26 -1.19
N -3.17 0.76 0.45
C -4.49 1.02 0.95
C -5.00 -0.29 1.72
C -5.51 1.39 -0.09
C -4.30 2.08 2.03
H -3.82 -3.93 -3.17
H -4.22 -1.90 -3.72
H -5.39 -3.22 -2.44
H -1.24 -2.12 -3.61
H 0.67 -0.93 -3.24
H 1.13 -2.44 -2.15
H 1.05 -0.43 -1.48
H -0.56 -0.10 -0.26
H -4.51 -1.41 -0.75
H -6.25 -0.40 1.71
H -4.83 -0.28 2.95
H -4.71 -1.45 1.40
H -6.63 1.80 0.27
H -6.14 0.21 -0.72
H -5.13 2.35 -0.57
H -3.39 1.71 3.13
H -5.14 2.08 2.68
H -3.94 3.16 1.65
*
```

Properties
- Orbital gap: 5.0 eV
- Relative energy (zero: lowest compared OMol25 entry of this formula, charge and spin): 677.96 kcal per mole

Here are the Löwdin charges for atoms 1 to 5, given in e:
1. Pd 0.55
2. C -0.02
3. C -0.21
4. C -0.05
5. C -0.27